Molecular formula: C33H28Cl3N2O2P2Zr
Method: DFT, ωB97M-V with the def2-TZVPD basis set

Atoms and positions in Å:
Zr (0.05756, -0.29671, -0.35560)
C (2.81184, 3.07617, 1.62543)
N (2.15819, 2.24923, 0.58778)
P (2.62239, 0.64962, 0.36474)
C (4.36280, 0.64366, -0.05417)
C (5.35929, 0.66674, 0.92118)
C (6.69166, 0.73951, 0.54498)
C (7.03606, 0.78425, -0.79903)
C (6.04971, 0.75165, -1.77552)
C (4.71695, 0.67852, -1.40360)
C (2.40002, -0.34205, 1.86208)
C (1.24127, -0.14824, 2.61261)
C (0.86932, -1.06168, 3.59547)
C (1.64335, -2.18411, 3.81967)
C (2.78932, -2.39835, 3.05868)
C (3.16639, -1.49232, 2.08468)
P (0.44788, 2.61019, 0.38124)
C (0.48279, 4.40666, 0.14330)
C (1.31229, 4.98353, -0.82143)
C (1.34179, 6.35690, -0.97368)
C (0.53380, 7.15804, -0.16921)
C (-0.29159, 6.58949, 0.78482)
C (-0.31558, 5.20795, 0.94817)
C (0.07451, 2.05695, -1.36734)
C (-1.29101, 1.89943, -1.67507)
C (-1.67026, 1.38865, -2.91077)
C (-0.70598, 0.99135, -3.83003)
C (0.64501, 1.15290, -3.54893)
C (1.02704, 1.68823, -2.32811)
H (3.49180, 2.46454, 2.21715)
H (2.07368, 3.49276, 2.31631)
H (3.36019, 3.90417, 1.17817)
H (5.10508, 0.62892, 1.97330)
H (7.46407, 0.76096, 1.30226)
H (8.07753, 0.83837, -1.08766)
H (6.31492, 0.77272, -2.82393)
H (3.95166, 0.62642, -2.16854)
H (0.61228, 0.72472, 2.46082)
H (-0.03360, -0.88976, 4.16545)
H (1.35860, -2.90185, 4.57732)
H (3.39003, -3.28318, 3.22495)
H (4.04672, -1.69314, 1.48727)
H (1.93909, 4.35681, -1.44557)
H (1.98538, 6.80747, -1.71742)
H (0.55425, 8.23300, -0.29253)
H (-0.91502, 7.21704, 1.40740)
H (-0.95573, 4.76258, 1.70030)
H (-2.03366, 2.19882, -0.94772)
H (-2.72096, 1.28127, -3.14288)
H (-1.01629, 0.55891, -4.77220)
H (1.39368, 0.85852, -4.27155)
H (2.07188, 1.86667, -2.11022)
N (-1.64267, -0.04732, 0.36620)
C (-2.62560, -0.91962, -0.16970)
C (-2.37086, -1.60023, -1.36378)
C (-3.26423, -2.52271, -1.89787)
C (-4.46508, -2.74683, -1.24563)
C (-4.74735, -2.05558, -0.06697)
C (-3.84316, -1.15701, 0.47185)
H (-1.45753, -1.44941, -1.94809)
H (-3.02543, -3.04704, -2.81369)
H (-5.18014, -3.45046, -1.64972)
H (-5.68878, -2.22332, 0.44041)
H (-4.05377, -0.62917, 1.39260)
Cl (3.22249, -3.85328, -1.21603)
C (1.48676, -4.08075, -0.92785)
Cl (0.70078, -4.76838, -2.35182)
Cl (1.22866, -5.09185, 0.47180)
C (0.90476, -2.67262, -0.71378)
O (0.95068, -1.84025, -1.66971)
O (0.41134, -2.32506, 0.38925)

## Properties
- Kohn-Sham gap (eV) = 6.8
- highest occupied orbital energy (eV) = -10.210
- net charge = +1
- energy relative to the best compared isomer or geometry (same formula, charge and spin) (kcal per mole) = 25.7
- calculated total energy (a.u.) = -3644.4957
- spin multiplicity = 1

---

Molecular formula: C33H28Cl3N5OPdS2
Method: DFT, ωB97M-V with the def2-TZVPD basis set

Atoms and positions in Å:
Pd (0.10556, 1.10409, 1.17019)
N (1.90095, -1.43972, 1.01771)
C (1.52039, -2.19758, -0.08320)
C (2.50930, -2.81161, -0.85644)
C (2.19150, -3.57722, -1.96114)
C (0.86045, -3.75296, -2.31108)
C (-0.11858, -3.14273, -1.54602)
C (0.16926, -2.35402, -0.42837)
C (-1.00252, -1.71328, 0.25329)
C (-2.09306, -2.54955, 0.51788)
C (-3.33541, -2.06446, 0.89688)
C (-3.53834, -0.69330, 0.91824)
C (-2.45398, 0.14037, 0.66935)
C (-1.14870, -0.31858, 0.43710)
H (2.84852, -1.58662, 1.32431)
H (1.22941, -1.41456, 1.76743)
H (3.54610, -2.68393, -0.56456)
H (2.98048, -4.03987, -2.54032)
H (0.58584, -4.34299, -3.17508)
H (-1.15486, -3.24566, -1.84401)
H (-1.95388, -3.62033, 0.42298)
H (-4.13717, -2.75324, 1.13193)
H (-4.51446, -0.27484, 1.13210)
H (-2.62669, 1.21219, 0.66694)
Cl (4.20896, 4.14592, 7.25421)
C (2.55592, 3.67688, 7.02627)
C (1.86136, 4.11075, 5.91091)
C (0.54152, 3.72561, 5.74623)
C (-0.10107, 2.89464, 6.65980)
C (-1.53147, 2.42815, 6.44304)
C (-1.62165, 0.94728, 6.00598)
N (-0.66831, 0.53011, 4.98621)
C (0.69437, 0.38028, 5.15252)
C (1.20225, 0.12448, 3.92337)
N (0.17537, 0.08580, 3.00668)
C (-0.93336, 0.31405, 3.68629)
O (-2.27396, 3.33988, 5.66177)
C (-2.25169, 3.28831, 4.24081)
C (-2.37854, 4.69460, 3.73106)
C (-2.61138, 5.01734, 2.43076)
Cl (-2.88919, 3.90783, 1.15286)
S (-2.63469, 6.70570, 2.14925)
C (-2.33205, 7.01428, 3.80415)
C (-2.22096, 5.86774, 4.52574)
C (0.62908, 2.49818, 7.77630)
Cl (-0.09582, 1.47141, 8.98805)
C (1.94642, 2.87544, 7.97544)
H (2.34373, 4.73540, 5.17232)
H (0.01734, 4.08383, 4.87271)
H (-2.03525, 2.46084, 7.41160)
H (-2.62550, 0.75266, 5.62885)
H (-1.46662, 0.32230, 6.88353)
H (1.17065, 0.47740, 6.11090)
H (2.22936, -0.02406, 3.63849)
H (-1.92230, 0.35127, 3.25588)
H (-3.08732, 2.67843, 3.87660)
H (-1.32826, 2.85388, 3.84571)
H (-2.25064, 8.02924, 4.15681)
H (-2.03208, 5.83621, 5.58759)
H (2.48331, 2.55024, 8.85467)
C (-0.27246, 6.44194, -1.70211)
C (-0.20167, 5.03384, -1.19873)
C (-0.74482, 3.97123, -1.92521)
C (-0.60290, 2.70634, -1.39758)
N (0.04388, 2.52938, -0.25128)
C (0.49305, 3.61079, 0.43134)
S (1.12057, 3.15404, 1.97743)
N (0.40526, 4.85418, -0.02679)
H (-1.01862, 6.55225, -2.48694)
H (0.70001, 6.73183, -2.10453)
H (-0.49840, 7.11422, -0.87614)
H (-1.26043, 4.12953, -2.86062)
H (-0.98393, 1.81605, -1.88174)

## Properties
- Kohn-Sham gap (eV) = 7.9
- highest occupied orbital energy (eV) = -7.488
- energy relative to the best compared isomer or geometry (same formula, charge and spin) (kcal per mole) = 3.6
- calculated total energy (a.u.) = -3928.2046
- spin multiplicity = 1

---

Molecular formula: C33H28GeN2O6PdS
Method: DFT, ωB97M-V with the def2-TZVPD basis set

Atoms and positions in Å:
Pd (0.28557, -1.47134, 0.70394)
C (-5.91934, 1.74661, 2.59892)
C (-4.68366, 0.90154, 2.73212)
C (-4.02758, 0.40225, 1.61104)
C (-2.91321, -0.40555, 1.73487)
C (-2.42580, -0.71326, 2.99368)
C (-3.06379, -0.22406, 4.12842)
C (-4.18387, 0.57906, 3.98918)
S (-1.05309, -1.79774, 3.21738)
O (-1.04372, -2.13483, 4.61159)
O (-1.14156, -2.84187, 2.21761)
N (0.31348, -0.96167, 2.76774)
C (0.49862, 0.16488, 3.51462)
C (-0.43905, 1.77794, 3.00444)
O (-0.32747, 2.45251, 3.99162)
O (-0.90086, 1.69210, 1.90973)
H (-6.14369, 1.95941, 1.55448)
H (-5.80295, 2.69829, 3.11936)
H (-6.78529, 1.24218, 3.03152)
H (-4.38435, 0.66198, 0.62160)
H (-2.40755, -0.78838, 0.85123)
H (-2.67555, -0.47346, 5.10365)
H (-4.67467, 0.96347, 4.87565)
H (1.49308, 0.59234, 3.40026)
H (0.15382, 0.13027, 4.54599)
O (0.90090, -5.62540, 0.75965)
C (0.99984, -4.42018, 0.54210)
O (1.59511, -3.50169, 1.14353)
C (0.35432, -3.91851, -0.77790)
C (0.21995, -4.82248, -1.82627)
C (-0.13813, -4.38524, -3.08256)
C (-0.37654, -3.03256, -3.26629)
C (-0.27579, -2.19469, -2.17834)
N (0.06065, -2.61292, -0.94972)
H (0.43845, -5.85551, -1.59791)
H (-0.21438, -5.07823, -3.91071)
H (-0.63742, -2.61763, -4.22928)
H (-0.46579, -1.14238, -2.29240)
C (-2.08137, 2.93418, -2.88292)
C (-0.74549, 3.30233, -2.84907)
C (0.17357, 2.52677, -2.15377)
C (-0.21053, 1.35927, -1.48892)
C (-1.56418, 1.02672, -1.51413)
C (-2.49116, 1.79476, -2.20552)
Ge (1.17380, 0.31426, -0.53706)
C (2.30104, -0.58473, -1.88077)
C (2.89460, -1.82231, -1.63437)
C (3.71161, -2.41750, -2.58837)
C (3.95106, -1.78654, -3.80078)
C (3.37018, -0.55371, -4.05860)
C (2.55395, 0.03943, -3.10323)
C (2.34504, 1.71179, 0.18719)
C (1.86419, 2.87291, 0.79685)
C (2.73663, 3.86563, 1.21922)
C (4.10598, 3.71664, 1.04340)
C (4.60007, 2.57085, 0.44282)
C (3.72330, 1.57853, 0.01802)
H (-2.79994, 3.53923, -3.42119)
H (-0.41612, 4.20074, -3.35716)
H (1.20707, 2.85122, -2.11979)
H (-1.90689, 0.15505, -0.96675)
H (-3.53492, 1.50593, -2.20989)
H (2.70909, -2.34613, -0.70026)
H (4.15740, -3.38230, -2.38029)
H (4.58764, -2.25341, -4.54237)
H (3.55160, -0.05424, -5.00298)
H (2.10378, 0.99876, -3.32745)
H (0.80231, 3.00635, 0.94291)
H (2.34263, 4.75776, 1.68902)
H (4.78521, 4.49315, 1.37409)
H (5.66608, 2.44360, 0.30170)
H (4.12409, 0.68975, -0.45413)

## Properties
- Kohn-Sham gap (alpha / beta) (eV) = 7.7 / 6.6
- highest occupied orbital energy (alpha / beta) (eV) = -5.205 / -5.261
- net charge = -1
- energy relative to the best compared isomer or geometry (same formula, charge and spin) (kcal per mole) = 38.7
- calculated total energy (a.u.) = -4438.3348
- spin multiplicity = 2

---

Molecular formula: C33H28N2O10PReS
Method: DFT, ωB97M-V with the def2-TZVPD basis set

Atoms and positions in Å:
Re (0.21580, -0.86828, -0.55613)
O (2.89965, -1.73723, 2.72688)
S (2.36514, -0.83405, 1.75904)
O (1.12575, -1.51734, 1.11303)
O (3.22067, -0.34933, 0.70802)
C (1.78482, 0.61149, 2.60114)
C (2.24424, 0.79433, 3.89657)
C (2.06298, 2.01928, 4.51943)
C (1.45651, 3.06237, 3.83713)
C (0.97998, 2.86706, 2.54909)
C (1.10945, 1.63021, 1.92206)
P (0.40227, 1.41358, 0.26195)
C (-1.30707, 2.04486, 0.36767)
C (-1.92678, 2.37456, 1.56957)
C (-3.26439, 2.74960, 1.59019)
C (-3.99940, 2.78671, 0.41559)
C (-3.39843, 2.42428, -0.78293)
C (-2.06641, 2.04670, -0.80585)
C (1.38595, 2.53544, -0.77558)
C (2.76744, 2.55695, -0.57907)
C (3.57112, 3.34046, -1.39377)
C (3.00485, 4.10705, -2.40156)
C (1.63066, 4.09496, -2.59279)
C (0.82120, 3.31113, -1.78612)
H (2.76282, -0.01642, 4.38854)
H (2.42442, 2.16455, 5.52838)
H (1.35120, 4.03184, 4.30512)
H (0.50486, 3.68648, 2.02464)
H (-1.38385, 2.32808, 2.50190)
H (-3.72724, 3.01796, 2.53144)
H (-5.03722, 3.09369, 0.43185)
H (-3.96942, 2.43092, -1.70195)
H (-1.62805, 1.72302, -1.74087)
H (3.22158, 1.95666, 0.19611)
H (4.64133, 3.35246, -1.23568)
H (3.63282, 4.71892, -3.03562)
H (1.18369, 4.69540, -3.37357)
H (-0.24672, 3.32244, -1.94698)
C (3.12685, -3.47659, -0.44505)
C (2.94387, -2.42847, -1.47710)
N (1.96259, -1.53769, -1.60044)
C (2.15906, -0.89103, -2.79746)
C (3.27780, -1.35898, -3.40139)
N (3.75097, -2.31744, -2.54796)
C (3.98415, -1.07635, -4.67972)
O (3.44328, -0.16709, -5.47232)
O (5.00671, -1.65728, -4.92097)
C (1.11920, 0.05569, -3.19008)
O (1.07056, 0.65175, -4.23670)
O (0.20683, 0.17125, -2.22077)
H (2.95045, -3.10579, 0.55806)
H (4.13611, -3.88040, -0.49552)
H (2.41769, -4.28443, -0.63483)
H (4.58745, -2.85359, -2.73662)
H (2.59951, 0.19573, -5.12011)
C (-5.79623, -0.20268, 2.60231)
O (-5.64330, -1.59400, 2.32735)
C (-4.55271, -1.99340, 1.67536)
C (-4.46351, -3.38145, 1.42919)
C (-3.38932, -3.87621, 0.75700)
C (-2.34224, -3.03866, 0.29462)
C (-1.23990, -3.58378, -0.43181)
C (-1.17388, -5.04332, -0.76540)
O (-0.26844, -2.89014, -0.83448)
C (-2.44745, -1.66115, 0.57370)
O (-1.52229, -0.76342, 0.21850)
C (-3.54645, -1.14078, 1.24965)
H (-6.74493, -0.10703, 3.11917)
H (-5.81837, 0.37355, 1.67552)
H (-4.98801, 0.15481, 3.24295)
H (-5.25934, -4.02301, 1.77938)
H (-3.33694, -4.93987, 0.57301)
H (-2.09302, -5.38683, -1.23726)
H (-1.02697, -5.62230, 0.14866)
H (-0.33534, -5.21694, -1.43361)
H (-3.57059, -0.07343, 1.41832)

## Properties
- Kohn-Sham gap (alpha / beta) (eV) = 7.5 / 7.1
- highest occupied orbital energy (alpha / beta) (eV) = -11.467 / -11.298
- net charge = +1
- energy relative to the best compared isomer or geometry (same formula, charge and spin) (kcal per mole) = 2.4
- calculated total energy (a.u.) = -2954.0066
- spin multiplicity = 2